A structure of composition C31H55AsBrIMnOPS. Source: the Open Molecules 2025 dataset; level of theory: ωB97M-V with the def2-TZVPD basis set.

CARTESIAN COORDINATES (ANGSTROEM)
Mn 0.25260 0.36373 0.00468
C -0.65010 1.87431 4.55393
C -0.72073 0.37725 4.33016
S 0.58544 -0.37420 3.35195
O 0.55705 0.36308 2.00164
C 2.09200 0.18474 4.19058
C 2.58481 1.58335 3.86647
H -1.57700 2.19787 5.02544
H -0.54172 2.41596 3.61557
H 0.16585 2.14550 5.21840
H -1.62589 0.08717 3.79056
H -0.72060 -0.19255 5.26393
H 2.83993 -0.56150 3.91973
H 1.87174 0.04118 5.25051
H 2.62583 1.73077 2.78619
H 3.59657 1.69090 4.25457
H 1.96992 2.36387 4.30299
C 3.99612 0.16721 1.07096
C 3.80731 1.22901 -0.00203
As 2.45772 0.81732 -1.35345
C 3.26815 -0.55078 -2.50029
C 3.87028 -1.76202 -1.80078
C 2.52638 2.39655 -2.50600
C 3.83661 2.57904 -3.26248
H 4.68865 0.52519 1.83323
H 4.40059 -0.75833 0.66829
H 3.05058 -0.06605 1.56182
H 4.73993 1.41941 -0.53969
H 3.49033 2.18084 0.43349
H 4.04489 -0.01783 -3.05123
H 2.50693 -0.82691 -3.23210
H 4.84181 -1.51977 -1.37175
H 4.02702 -2.56805 -2.51765
H 3.24015 -2.14346 -1.00058
H 2.32923 3.24138 -1.84520
H 1.68220 2.32973 -3.19524
H 4.70835 2.50834 -2.61131
H 3.85362 3.57097 -3.71218
H 3.95053 1.86041 -4.07186
C -0.44103 5.00683 -0.77875
C 0.33493 4.65180 0.31350
C 0.70665 3.32358 0.50807
C 0.28490 2.36893 -0.40003
C -0.47181 2.71789 -1.51183
C -0.85019 4.04085 -1.69023
H -0.72440 6.03902 -0.92543
H 0.64962 5.40625 1.02151
H 1.28448 3.05017 1.38156
H -0.79110 1.97140 -2.23532
H -1.45020 4.32099 -2.54495
C -3.39123 -2.30084 -0.12280
C -2.02625 -2.76073 0.37984
C -1.89805 -2.51769 1.87891
P -0.58278 -2.06358 -0.55256
C -1.09641 -2.25793 -2.32503
C 0.01456 -2.70601 -3.26835
C -1.70529 -0.93789 -2.79698
C 0.78518 -3.28540 -0.28451
C 1.59082 -2.99421 0.97938
C 0.35668 -4.75192 -0.33666
H -4.16586 -2.79026 0.46770
H -3.57000 -2.55522 -1.16473
H -3.52408 -1.22897 -0.00439
H -1.95237 -3.83638 0.19276
H -2.05537 -1.46014 2.10516
H -0.92996 -2.82277 2.27358
H -2.66564 -3.08208 2.40777
H -1.87318 -3.02826 -2.32810
H 0.87722 -2.03479 -3.22418
H -0.35540 -2.69243 -4.29349
H 0.35874 -3.71660 -3.05663
H -0.92110 -0.17311 -2.88084
H -2.47612 -0.56457 -2.12029
H -2.15356 -1.05428 -3.78422
H 1.43596 -3.09796 -1.14664
H 1.04513 -3.27368 1.88051
H 1.86021 -1.93430 1.05875
H 2.51602 -3.57240 0.97122
H -0.19180 -5.03818 0.56079
H 1.24036 -5.38750 -0.39099
H -0.26598 -4.97792 -1.20228
Br -5.44830 0.13542 2.59898
C -5.46632 0.59118 0.76731
C -6.64448 0.41176 0.05277
C -6.69876 0.74091 -1.29109
C -5.58194 1.25932 -1.93109
C -4.40509 1.44378 -1.22447
C -4.34822 1.10259 0.12048
I -2.54176 1.39750 1.13693
H -7.51534 0.01908 0.55798
H -7.62179 0.59931 -1.83528
H -5.62855 1.52995 -2.97619
H -3.53484 1.86587 -1.70845

Calculated values
E_HOMO (spin up / spin down), eV: -13.656 / -13.672
Lowest unoccupied orbital energy (spin up / spin down), hartree: -0.2585 / -0.2034
<S²>: 6.40
Spin multiplicity: 5
Orbital gap (spin up / spin down), Eh: 0.2434 / 0.2991
Largest force on an atom, eV Å⁻¹: 0.302
DFT total energy, a.u.: -8286.95775
Net charge: +2
ΔE to the lowest compared entry with this formula, charge and spin, kcal/mol: 0.0

---

The molecule C4H11NO2 in a non-equilibrium geometry. Source: the Open Molecules 2025 dataset; level of theory: ωB97M-V with the def2-TZVPD basis set.

CARTESIAN COORDINATES (ANGSTROEM)
C -2.41537 -0.46880 0.03417
C -1.58594 0.58073 -0.67437
N 0.01766 0.26193 -0.74726
C 0.38033 0.35222 0.59634
O 0.31478 -0.86735 1.22708
O 1.90546 0.84243 0.34356
C 2.86014 -0.15525 0.07713
H -2.14561 -1.47746 -0.28942
H -3.47641 -0.32948 -0.20122
H -2.33058 -0.38735 1.12167
H -1.84928 0.62207 -1.73376
H -1.77364 1.57834 -0.26678
H 0.40690 1.06896 -1.23080
H -0.02654 1.14562 1.22251
H 0.29222 -1.49748 0.48844
H 3.86231 0.28672 0.14022
H 2.73298 -0.58605 -0.92347
H 2.83058 -0.96979 0.81596

Calculated values
E_HOMO, eV: -9.383
Lowest unoccupied orbital energy, hartree: 0.0367
SMILES: CCN[C@@H](O)OC
Orbital gap, Eh: 0.3815
Largest force on an atom, eV Å⁻¹: 4.994
DFT total energy, a.u.: -364.18333
ΔE to the lowest compared entry with this formula, charge and spin, kcal/mol: 53.2

---

A cluster of 2 separate species, C3H7NO2S in total in a non-equilibrium geometry. Source: the Open Molecules 2025 dataset; level of theory: ωB97M-V with the def2-TZVPD basis set.

CARTESIAN COORDINATES (ANGSTROEM)
C -0.40856 -2.02350 -0.44613
C 0.63613 1.94109 0.34283
C -0.55526 -0.63790 0.03404
N -1.59563 0.00802 -0.48542
O -2.05416 1.11452 -0.14621
O 2.14054 -0.26652 -0.14217
S 1.00250 0.38157 -0.72022
H -1.45428 -2.33751 -0.53262
H 0.36729 -2.53518 0.15659
H -0.05917 -1.99248 -1.45314
H 0.97609 1.69070 1.41858
H -0.36092 2.09679 0.17644
H 1.34260 2.70358 -0.00654
H 0.02283 -0.14318 1.80395

Calculated values
E_HOMO (spin up / spin down), eV: -9.244 / -9.270
Lowest unoccupied orbital energy (spin up / spin down), hartree: -0.0597 / -0.0515
Orbital gap (spin up / spin down), Eh: 0.2800 / 0.2891
Largest force on an atom, eV Å⁻¹: 4.777
DFT total energy, a.u.: -721.65077
ΔE to the lowest compared entry with this formula, charge and spin, kcal/mol: 195.7

---

A structure of composition C40H40N6SbTi. Source: the Open Molecules 2025 dataset; level of theory: ωB97M-V with the def2-TZVPD basis set.

CARTESIAN COORDINATES (ANGSTROEM)
Ti 0.08300 1.02459 -0.14202
C 3.52737 0.75210 -1.02863
C 3.03422 2.15540 -0.88247
C 3.84636 3.19898 -1.32468
C 3.38076 4.49190 -1.32402
C 2.09193 4.73109 -0.86232
C 1.34536 3.67037 -0.37871
N 1.81150 2.40119 -0.37836
Sb -0.51813 4.33699 0.51843
C -0.18478 3.27682 2.33892
C 0.24263 4.01787 3.42724
C 0.41286 3.37209 4.64127
C 0.09320 2.03328 4.70932
C -0.34224 1.35401 3.57280
C -0.73236 -0.08543 3.70781
N -0.44602 1.96329 2.37821
C -2.05929 3.05901 -0.35027
C -3.22843 3.76939 -0.56147
C -4.27410 3.16260 -1.24859
C -4.08241 1.89979 -1.76164
C -2.87925 1.23161 -1.54178
C -2.62048 -0.07948 -2.20502
N -1.91883 1.78654 -0.78407
H 4.48420 0.63599 -0.51857
H 2.82468 0.02789 -0.63320
H 3.67366 0.53665 -2.08858
H 4.83400 2.96424 -1.69533
H 3.99527 5.30351 -1.68780
H 1.68452 5.73347 -0.86673
H 0.43135 5.07938 3.32813
H 0.75559 3.90797 5.51544
H 0.16670 1.49579 5.64360
H -0.79192 -0.36444 4.75771
H -1.71236 -0.24758 3.25508
H 0.00969 -0.71898 3.22746
H -3.32371 4.78917 -0.21074
H -5.20434 3.69028 -1.40943
H -4.84827 1.41440 -2.35001
H -3.53611 -0.66576 -2.27236
H -2.24430 0.10473 -3.21491
H -1.86277 -0.64694 -1.67656
C -2.05653 -4.41642 -0.40769
C -2.96467 -3.23786 -0.18095
C -4.29184 -3.30739 -0.60711
C -5.19676 -2.29524 -0.34214
C -4.78937 -1.17304 0.36860
C -3.47156 -1.06976 0.77148
C -2.55723 -2.08261 0.48668
N -1.21581 -1.91518 0.96207
C -0.16340 -1.37803 0.22364
N 0.08096 -1.96044 -1.00080
C 0.59301 -1.23293 -2.11005
C 0.61627 0.16133 -2.03020
C 1.06571 0.83570 -3.16776
C 1.45361 0.16139 -4.31905
C 1.42534 -1.22572 -4.34200
C 1.00098 -1.95236 -3.23628
C 0.95305 -3.45512 -3.26609
N 0.71966 -0.58992 0.88722
C 1.95076 -0.91315 1.49143
C 2.58488 0.15229 2.14420
C 3.78764 -0.00418 2.80265
C 4.38816 -1.25421 2.84270
C 3.74418 -2.31991 2.24059
C 2.52492 -2.19269 1.57379
C 1.90756 -3.44020 1.00001
H -2.57993 -5.34159 -0.16868
H -1.16781 -4.36641 0.21887
H -1.74909 -4.49480 -1.45356
H -4.62267 -4.19680 -1.12824
H -6.22304 -2.39233 -0.66766
H -5.49272 -0.38559 0.60243
H -3.12568 -0.18882 1.30218
H -1.17855 -1.56998 1.91310
H -0.45270 -2.79078 -1.21193
H 1.11280 1.92357 -3.16788
H 1.78042 0.70843 -5.19375
H 1.73753 -1.75839 -5.23067
H 1.43993 -3.83877 -4.16019
H -0.07581 -3.82702 -3.27532
H 1.45006 -3.88871 -2.39719
H 2.10808 1.12692 2.10908
H 4.25150 0.84528 3.28708
H 5.32865 -1.40259 3.35325
H 4.18925 -3.30598 2.29584
H 2.39192 -4.31582 1.42830
H 2.02666 -3.48577 -0.08257
H 0.84295 -3.51215 1.21947

Calculated values
E_HOMO (spin up / spin down), eV: -8.670 / -9.936
Lowest unoccupied orbital energy (spin up / spin down), hartree: -0.1015 / -0.1007
<S²>: 2.01
Spin multiplicity: 3
Orbital gap (spin up / spin down), Eh: 0.2171 / 0.2644
Largest force on an atom, eV Å⁻¹: 0.809
DFT total energy, a.u.: -2966.33357
Net charge: +1
ΔE to the lowest compared entry with this formula, charge and spin, kcal/mol: 0.0

---

A cluster of 2 separate species, C14H16 in total in a non-equilibrium geometry. Source: the Open Molecules 2025 dataset; level of theory: ωB97M-V with the def2-TZVPD basis set.

CARTESIAN COORDINATES (ANGSTROEM)
C -1.39767 0.71413 3.25137
C -1.69204 0.58178 1.77633
C -0.89312 -0.21025 0.94543
C -1.21394 -0.22795 -0.40446
C -2.31687 0.44753 -0.91292
C -3.11397 1.22600 -0.09390
C -2.72303 1.33807 1.23110
H -0.94328 -0.18854 3.64254
H -2.31240 0.90537 3.82026
H -0.81801 1.61528 3.46858
H -0.01713 -0.67904 1.36031
H -0.60032 -0.67400 -1.17587
H -2.49566 0.25136 -1.96218
H -3.95505 1.79827 -0.46372
H -3.14479 2.10597 1.86584
C 2.38202 -1.46863 0.85039
C 2.04864 -0.84819 -0.47301
C 1.84999 -1.68421 -1.56617
C 1.56495 -1.12049 -2.80419
C 1.37618 0.24694 -2.93739
C 1.57171 1.05313 -1.83173
C 1.73195 0.50678 -0.56585
H 2.50587 -0.74017 1.65715
H 3.31955 -2.03517 0.86200
H 1.61990 -2.19374 1.14248
H 1.92472 -2.76278 -1.49172
H 1.43431 -1.78429 -3.64982
H 1.11392 0.64429 -3.91015
H 1.55768 2.12750 -1.98935
H 1.63587 1.05501 0.35866

Calculated values
E_HOMO, eV: -8.762
Lowest unoccupied orbital energy, hartree: 0.0350
SMILES: Cc1ccccc1.Cc1ccccc1
Orbital gap, Eh: 0.3570
Largest force on an atom, eV Å⁻¹: 1.390
DFT total energy, a.u.: -543.05106
ΔE to the lowest compared entry with this formula, charge and spin, kcal/mol: 13.7